Entry 1:
5 unconnected molecules or ions with the total composition C20H40O7 in a non-equilibrium geometry, computed with ωB97M-V with the def2-TZVPD basis set.

ORCA input file:
```
! RIJCOSX wB97M-V def2-TZVPD def2/J DEFGRID3
* xyz 0 1
C 5.744 4.876 1.511
C 6.042 3.372 1.426
O 4.921 2.658 0.919
C 3.920 2.343 1.749
O 3.752 2.804 2.843
O 3.158 1.474 1.128
C 1.944 1.081 1.788
H 6.724 5.355 1.597
H 5.205 5.118 2.426
H 5.160 5.247 0.675
H 6.304 2.929 2.394
H 6.889 3.154 0.776
H 2.152 0.454 2.652
H 1.437 0.444 1.068
H 1.407 1.992 2.032
C -0.577 2.793 -2.630
C -1.847 2.863 -1.763
C -1.897 4.373 -1.571
O -1.618 4.882 -2.886
C -0.811 3.922 -3.600
H -0.525 1.776 -3.024
H 0.280 2.958 -1.979
H -1.750 2.313 -0.822
H -2.808 2.524 -2.152
H -1.154 4.800 -0.888
H -2.855 4.745 -1.200
H 0.136 4.424 -3.804
H -1.396 3.618 -4.469
C -5.466 -1.266 -1.345
C -5.707 -0.256 -0.233
C -5.817 -1.093 1.039
O -6.009 -2.445 0.626
C -5.290 -2.600 -0.618
H -4.535 -1.074 -1.883
H -6.283 -1.325 -2.059
H -6.595 0.341 -0.435
H -4.858 0.420 -0.112
H -6.706 -0.871 1.632
H -4.937 -0.963 1.678
H -5.743 -3.427 -1.164
H -4.275 -2.892 -0.338
C -0.023 -3.079 -1.717
C -1.094 -2.996 -0.618
C -1.466 -1.503 -0.600
O -0.219 -0.872 -0.887
C 0.485 -1.616 -1.874
H -0.443 -3.382 -2.675
H 0.788 -3.727 -1.395
H -0.639 -3.216 0.344
H -1.989 -3.541 -0.912
H -1.968 -1.192 0.312
H -2.082 -1.248 -1.474
H 1.548 -1.524 -1.655
H 0.277 -1.143 -2.838
C 3.246 -3.498 1.305
C 2.758 -2.393 2.211
C 1.254 -2.629 2.388
O 1.083 -4.005 2.089
C 2.320 -4.646 1.783
H 4.303 -3.657 1.518
H 3.125 -3.327 0.235
H 3.041 -1.399 1.856
H 3.339 -2.491 3.137
H 0.862 -2.048 1.541
H 0.911 -2.260 3.352
H 2.122 -5.305 0.940
H 2.748 -5.148 2.652
*
```

Output
* orbital gap: 10.0541 eV
* structure (SMILES): CCOC(=O)OC.C1CCOC1.C1CCOC1.C1CCOC1.C1CCOC1

Here are the Mulliken charges for atoms 1 to 6, given in e: -1.064 -0.235 -0.385 0.700 -0.541 -0.250

Entry 2:
2 unconnected molecules or ions with the total composition C20H40O7S in a non-equilibrium geometry, computed with ωB97M-V with the def2-TZVPD basis set.

ORCA input file:
```
! RIJCOSX wB97M-V def2-TZVPD def2/J DEFGRID3
* xyz 0 1
C -0.706 2.270 -9.664
O -0.469 0.909 -9.325
C -0.628 0.756 -7.911
C -0.919 -0.701 -7.543
C -1.946 -0.756 -6.375
C -1.455 -1.636 -5.211
C -2.503 -1.534 -4.053
C -1.833 -1.652 -2.667
C -2.441 -2.852 -1.900
C -3.840 -2.553 -1.329
C -3.736 -2.047 0.118
O -4.705 -2.678 0.974
S -4.514 -2.319 2.569
O -5.803 -2.535 3.110
O -4.313 -0.682 2.611
C -3.181 -0.307 3.437
C -1.871 -0.495 2.644
C -0.780 0.514 3.019
C -0.062 0.221 4.342
C 0.966 -0.893 4.125
O 1.954 -0.892 5.175
C 3.144 -0.364 4.788
C 3.582 0.937 5.436
O 3.837 -0.882 4.017
H -0.356 2.901 -8.838
H -0.127 2.557 -10.538
H -1.774 2.475 -9.782
H -1.527 1.322 -7.650
H 0.247 1.152 -7.389
H -1.388 -1.192 -8.392
H -0.018 -1.242 -7.264
H -2.894 -1.146 -6.747
H -2.155 0.227 -5.955
H -1.355 -2.678 -5.510
H -0.519 -1.227 -4.832
H -3.064 -0.608 -4.167
H -3.207 -2.346 -4.237
H -0.777 -1.895 -2.791
H -1.881 -0.731 -2.083
H -1.753 -3.257 -1.156
H -2.583 -3.635 -2.647
H -4.369 -1.839 -1.956
H -4.401 -3.489 -1.298
H -2.738 -2.277 0.496
H -3.893 -0.968 0.125
H -3.280 0.745 3.682
H -3.188 -0.912 4.342
H -2.132 -0.310 1.604
H -1.565 -1.539 2.742
H -0.026 0.484 2.229
H -1.223 1.511 2.975
H -0.735 0.024 5.177
H 0.519 1.110 4.600
H 0.484 -1.866 4.053
H 1.494 -0.678 3.196
H 3.478 1.744 4.713
H 2.980 1.101 6.328
H 4.627 0.863 5.669
C 7.269 3.184 4.863
C 6.669 3.194 6.248
O 5.769 2.443 6.550
C 7.241 4.179 7.238
H 6.768 2.432 4.256
H 7.139 4.161 4.393
H 8.332 2.942 4.917
H 7.110 5.198 6.869
H 8.302 3.978 7.393
H 6.721 4.079 8.188
*
```

Output
* orbital gap: 10.3934 eV

Here are the Mulliken charges for atoms 1 to 6, given in e: -0.736 -0.375 -0.530 -0.552 -0.728 -0.827

Entry 3:
A molecular structure, C20H41AsFeN2O4PS3, computed with ωB97M-V with the def2-TZVPD basis set.

ORCA input file:
```
! RIJCOSX wB97M-V def2-TZVPD def2/J DEFGRID3
* xyz 0 2
Fe -1.649 0.807 -0.391
S -2.826 -1.086 0.049
C -3.890 -0.743 1.413
C -4.738 -1.716 1.924
C -5.518 -1.441 3.041
C -5.442 -0.194 3.653
C -4.585 0.778 3.148
C -3.817 0.508 2.027
S -2.706 1.736 1.370
H -4.779 -2.690 1.449
H -6.178 -2.204 3.436
H -6.041 0.022 4.529
H -4.509 1.748 3.626
N -3.332 1.379 -1.389
C -3.663 0.807 -2.708
C -2.724 1.273 -3.802
C -1.332 0.699 -3.625
N -0.760 1.171 -2.361
H -4.019 1.066 -0.711
H -3.386 2.396 -1.387
H -4.694 1.057 -2.961
H -3.606 -0.277 -2.600
H -2.676 2.369 -3.807
H -3.122 0.981 -4.775
H -0.701 0.969 -4.475
H -1.376 -0.392 -3.584
H -0.561 2.166 -2.385
H 0.137 0.720 -2.184
C 2.329 -1.618 3.279
C 1.191 -1.394 2.298
C 0.172 -0.422 2.869
C 0.538 -2.714 1.913
O 1.856 -0.770 1.144
P 1.311 -0.653 -0.342
O 2.089 0.408 -1.044
O -0.191 -0.479 -0.323
O 1.495 -2.085 -1.000
C 2.748 -2.638 -1.500
C 2.994 -2.077 -2.893
C 2.495 -4.134 -1.556
C 3.915 -2.328 -0.571
H 1.941 -2.031 4.212
H 2.831 -0.673 3.497
H 3.060 -2.315 2.865
H -0.281 -0.851 3.765
H -0.626 -0.219 2.156
H 0.654 0.518 3.143
H 0.089 -3.159 2.803
H 1.280 -3.409 1.514
H -0.253 -2.563 1.176
H 2.137 -2.292 -3.534
H 3.880 -2.539 -3.333
H 3.140 -0.998 -2.842
H 1.629 -4.345 -2.186
H 2.296 -4.523 -0.555
H 3.365 -4.649 -1.967
H 4.063 -1.252 -0.471
H 4.825 -2.764 -0.985
H 3.746 -2.755 0.420
C 1.917 5.135 0.561
As 1.742 3.289 0.031
C 2.696 3.231 -1.637
C 2.713 2.369 1.404
S -0.362 3.009 -0.004
H 2.971 5.406 0.625
H 1.435 5.265 1.527
H 1.415 5.760 -0.174
H 3.674 3.687 -1.485
H 2.131 3.816 -2.358
H 2.789 2.196 -1.949
H 3.688 2.848 1.507
H 2.820 1.322 1.152
H 2.144 2.485 2.324
*
```

Output
* orbital gap (spin up / spin down): 6.4924 / 7.2877 eV
* ΔE to the lowest compared entry with this formula, charge and spin: 5.01 kcal/mol

Here are the Mulliken charges for atoms 1 to 6, given in e: 0.025 -0.342 0.449 -0.793 -0.514 -0.551

Entry 4:
A molecular structure, C20H41AsN5OS3Si3Zr, computed with ωB97M-V with the def2-TZVPD basis set.

ORCA input file:
```
! RIJCOSX wB97M-V def2-TZVPD def2/J DEFGRID3
* xyz 3 1
Zr 0.867 0.773 0.399
C -1.309 -0.098 3.379
C -0.681 1.247 3.350
N 0.015 1.738 2.330
C 0.430 3.037 2.596
C 0.053 3.511 3.808
S -0.844 2.327 4.640
C 1.171 3.735 1.553
C 1.566 5.030 1.539
S 2.316 5.395 0.053
C 2.066 3.814 -0.506
N 1.480 3.026 0.394
C 2.403 3.463 -1.914
H -0.591 -0.876 3.120
H -2.125 -0.126 2.657
H -1.713 -0.324 4.364
H 0.247 4.479 4.241
H 1.446 5.775 2.309
H 3.264 4.032 -2.261
H 1.561 3.722 -2.560
H 2.610 2.404 -2.027
C -2.836 -2.780 2.188
Si -2.416 -2.847 0.379
C -3.958 -2.785 -0.653
C -1.188 -4.189 -0.004
As -1.197 -0.805 -0.353
Si -0.375 -1.443 -2.593
C -1.681 -2.402 -3.499
C 1.156 -2.475 -2.253
C 0.033 0.123 -3.527
Si -2.578 1.086 -0.765
C -3.724 0.820 -2.202
C -1.347 2.431 -1.264
C -3.492 1.545 0.795
H -3.480 -3.649 2.366
H -3.424 -1.905 2.466
H -1.980 -2.876 2.853
H -4.563 -3.663 -0.402
H -3.783 -2.802 -1.728
H -4.559 -1.907 -0.408
H -1.609 -5.145 0.319
H -0.255 -4.042 0.545
H -0.961 -4.277 -1.067
H -1.911 -3.361 -3.033
H -1.298 -2.616 -4.502
H -2.609 -1.843 -3.622
H 0.944 -3.541 -2.345
H 1.562 -2.297 -1.256
H 1.933 -2.233 -2.981
H -0.858 0.670 -3.836
H 0.565 -0.161 -4.440
H 0.690 0.798 -2.974
H -3.221 0.352 -3.049
H -4.114 1.784 -2.542
H -4.579 0.198 -1.932
H -1.331 2.433 -2.356
H -0.288 2.464 -0.965
H -1.748 3.400 -0.952
H -3.969 0.673 1.247
H -4.291 2.247 0.543
H -2.858 2.025 1.544
O 4.660 -0.196 -1.326
C 3.565 0.077 -1.078
N 2.408 0.359 -0.832
C 5.976 -0.790 1.782
N 4.568 -0.430 1.991
C 3.554 -1.195 1.658
N 3.741 -2.341 1.031
S 1.923 -0.737 2.152
H 6.591 0.006 2.189
H 6.188 -0.886 0.718
H 6.214 -1.715 2.308
H 4.355 0.387 2.542
H 4.666 -2.690 0.821
H 2.956 -2.941 0.835
*
```

Output
* orbital gap: 7.5137 eV
* ΔE to the lowest compared entry with this formula, charge and spin: 3.14 kcal/mol

Here are the Mulliken charges for atoms 1 to 6, given in e: 0.218 0.040 -0.218 0.798 -0.076 -0.629

Entry 5:
A molecular structure, C20H41BeBr2Ca2ClF13InN3O11P2S3 in a non-equilibrium geometry, computed with ωB97M-V with the def2-TZVPD basis set.

ORCA input file:
```
! RIJCOSX wB97M-V def2-TZVPD def2/J DEFGRID3
* xyz 1 1
C 3.709 0.611 -5.608
C 3.417 1.585 -4.430
O 3.079 2.716 -4.721
N 3.538 1.143 -3.101
C 4.987 1.040 -2.809
In 2.486 -0.670 -2.719
C 1.336 -0.641 -0.795
C 0.801 -2.066 -0.568
C 0.542 -2.356 0.895
Cl -0.952 -1.593 1.425
C 4.004 -2.303 -2.426
C 4.316 -2.592 -0.943
C 5.692 -2.079 -0.469
C 5.670 -0.804 0.348
F 4.585 -0.027 0.131
F 6.761 -0.052 0.064
C 5.660 -1.070 1.867
F 5.358 0.073 2.502
F 4.668 -1.898 2.165
F 6.808 -1.582 2.334
P 0.797 -1.272 -4.532
N 0.512 -0.162 -5.586
O 1.180 -2.653 -5.288
O -0.659 -1.719 -3.821
H 4.631 0.907 -6.103
H 3.858 -0.382 -5.179
H 2.879 0.651 -6.304
H 5.590 1.101 -3.713
H 5.257 0.159 -2.242
H 5.281 1.899 -2.209
H 0.479 0.013 -0.885
H 1.954 -0.309 0.035
H 1.471 -2.819 -0.987
H -0.142 -2.195 -1.084
H 0.466 -3.451 1.102
H 1.342 -1.909 1.504
H 4.934 -1.946 -2.856
H 3.749 -3.201 -2.972
H 4.311 -3.674 -0.829
H 3.538 -2.205 -0.276
H 6.123 -2.849 0.169
H 6.380 -1.973 -1.295
H 1.056 0.665 -5.364
H 0.475 -3.308 -5.231
H -0.867 -0.995 -3.221
Be 3.651 -1.277 -7.165
C -2.666 -4.306 -2.927
O -1.305 -4.311 -2.973
H -2.990 -5.348 -2.378
H -3.039 -3.454 -2.357
H -3.153 -4.347 -3.918
H -1.027 -3.476 -3.411
F -1.281 -0.272 5.613
P -0.100 0.628 4.956
F 0.592 2.266 4.885
F -1.446 1.389 4.353
F 0.461 0.875 6.414
F 0.347 0.519 3.380
F 0.806 -0.773 5.001
N 0.051 3.646 9.308
S -0.244 2.091 9.331
O -1.138 1.635 10.338
O 0.853 1.241 9.000
F -1.159 2.061 8.007
S 0.897 4.172 10.531
O 0.846 5.590 10.627
O 2.154 3.530 10.739
F 0.033 3.706 11.782
Ca 2.285 -3.023 2.623
Br -0.916 3.540 4.691
Ca 6.058 -1.345 4.547
Br -3.718 -5.488 -0.919
C -7.319 -4.166 -4.864
C -7.076 -5.386 -5.754
C -5.561 -5.369 -5.908
O -5.039 -4.799 -4.693
C -6.114 -4.216 -3.940
H -8.264 -4.194 -4.327
H -7.295 -3.255 -5.465
H -7.391 -6.293 -5.235
H -7.595 -5.342 -6.708
H -5.252 -4.736 -6.744
H -5.137 -6.363 -6.051
H -6.307 -4.854 -3.071
H -5.814 -3.228 -3.586
C -3.220 8.376 2.973
C -3.010 7.715 1.603
C -2.887 6.203 1.839
S -3.837 5.855 3.326
O -2.929 5.406 4.363
O -5.009 5.096 2.989
C -4.289 7.547 3.678
H -3.525 9.416 2.878
H -2.290 8.348 3.544
H -3.869 7.919 0.963
H -2.128 8.104 1.098
H -3.297 5.620 1.019
H -1.856 5.907 2.024
H -4.320 7.698 4.755
H -5.274 7.715 3.247
*
```

Output
* orbital gap: 1.3103 eV

Here are the Mulliken charges for atoms 1 to 6, given in e: -1.004 0.223 -0.566 -0.173 -0.492 1.145

Entry 6:
A molecular structure, C20H41Cl22NO2PS in a non-equilibrium geometry, computed with ωB97M-V with the def2-TZVPD basis set.

ORCA input file:
```
! RIJCOSX wB97M-V def2-TZVPD def2/J DEFGRID3
* xyz 0 2
C 2.850 0.188 -0.517
C 1.689 0.527 -1.478
C 2.338 0.946 -2.791
C 0.949 1.671 -0.807
C -0.413 2.035 -1.445
S -1.713 2.420 -0.201
P -0.296 3.597 -2.390
O 0.944 3.717 -3.190
C -0.841 0.938 -2.433
C -0.543 -0.494 -1.988
C -1.420 -0.951 -0.810
C -0.928 -1.402 -3.151
N 0.879 -0.697 -1.586
O 1.487 -1.643 -2.186
H 2.465 -0.396 0.309
H 3.559 -0.413 -1.065
H 3.306 1.100 -0.167
H 2.659 0.093 -3.374
H 1.722 1.593 -3.400
H 3.227 1.506 -2.538
H 0.733 1.347 0.204
H 1.606 2.525 -0.721
H -1.584 1.572 0.848
H -1.447 3.647 -3.202
H -0.404 4.650 -1.461
H -1.914 1.011 -2.547
H -0.422 1.096 -3.423
H -2.445 -0.667 -0.999
H -1.048 -0.517 0.104
H -1.298 -2.020 -0.700
H -0.918 -2.435 -2.844
H -1.949 -1.140 -3.402
H -0.314 -1.225 -4.022
C -1.620 -4.525 2.472
Cl -2.647 -4.930 1.092
Cl -1.434 -2.776 2.659
H -2.079 -4.929 3.373
H -0.643 -4.962 2.317
C 2.725 5.243 -5.274
Cl 3.157 4.554 -6.850
Cl 4.145 5.879 -4.430
H 2.024 6.053 -5.432
H 2.273 4.471 -4.664
C -3.337 4.865 1.895
Cl -3.161 5.941 3.292
Cl -4.144 3.356 2.342
H -3.927 5.361 1.138
H -2.352 4.630 1.508
C -4.406 -7.357 5.096
Cl -5.724 -6.187 5.034
Cl -2.905 -6.692 4.436
H -4.237 -7.635 6.129
H -4.685 -8.226 4.512
C 4.154 -3.308 -0.698
Cl 5.146 -2.388 0.445
Cl 2.480 -3.444 -0.152
H 4.163 -2.806 -1.659
H 4.565 -4.299 -0.786
C -2.889 8.371 0.512
Cl -3.321 7.184 -0.733
Cl -3.552 9.967 0.149
H -3.285 8.038 1.462
H -1.810 8.445 0.557
C -9.418 -6.876 3.191
Cl -10.384 -6.312 4.559
Cl -8.249 -8.109 3.674
H -10.082 -7.301 2.449
H -8.878 -6.034 2.776
C 0.020 -3.535 6.682
Cl 0.587 -3.917 5.054
Cl -1.570 -4.237 7.011
H 0.729 -3.929 7.399
H -0.053 -2.458 6.776
C 6.485 -4.901 -3.945
Cl 5.126 -3.943 -4.546
Cl 6.611 -4.818 -2.183
H 6.336 -5.934 -4.233
H 7.400 -4.515 -4.375
C 8.032 5.599 -3.129
Cl 6.808 6.798 -2.702
Cl 9.115 5.249 -1.776
H 7.531 4.684 -3.418
H 8.620 5.984 -3.952
C -1.727 1.714 4.524
Cl -1.425 0.855 3.003
Cl -0.225 2.255 5.278
H -2.346 2.577 4.314
H -2.236 1.037 5.200
*
```

Output
* orbital gap (spin up / spin down): 8.6319 / 9.8488 eV

Here are the Mulliken charges for atoms 1 to 6, given in e: -1.703 1.748 -1.708 -2.848 1.734 -0.148

no.,energy (eV)
1,-35718.605
2,-46553.906
3,-169601.788
4,-149144.832
5,-329845.681
6,-322605.823